Molecular formula: C27H33N2Re
Method: DFT, ωB97M-V/def2-TZVPD

XYZ file:
```
63
Properties=species:S:1:pos:R:3:forces:R:3
C 1.303654 -2.173250 0.480974 2.2 -0.8 -0.4
C 1.685905 -1.282786 -0.572105 2.1 -1.7 -0.3
C 0.775467 -1.467135 -1.663467 1.4 -0.5 -1.2
C -0.178578 -2.464369 -1.282621 0.0 -1.0 -1.2
C 0.138931 -2.894754 0.052167 0.1 -1.2 0.7
Re -0.286735 -0.883767 0.048993 -5.7 4.5 2.7
C -3.633492 1.254680 -1.187181 5.4 2.0 0.8
C -2.902815 0.793776 -0.059753 -0.6 0.4 -3.0
H -2.214905 1.504661 0.426754 -1.5 0.2 0.9
C -2.475505 -0.599459 0.070717 0.6 -0.4 -0.4
H -2.888882 -1.226843 -0.723827 -0.4 0.0 0.4
H -2.752831 -0.948310 1.057481 -0.3 -0.5 0.2
C -3.396000 2.845299 -1.294919 -0.2 -0.2 -0.1
H -2.592215 3.157538 -0.574535 -1.1 -0.1 -0.3
H -2.919232 3.046324 -2.284483 -0.8 0.2 0.7
H -4.299517 3.500648 -1.189665 0.8 -0.7 0.0
C -2.933007 0.677375 -2.525806 -1.0 -1.0 0.1
H -1.919405 0.327312 -2.237954 -0.5 -0.4 -0.1
H -3.485636 -0.131270 -3.080076 0.6 0.8 0.4
H -2.667241 1.515564 -3.197975 -0.9 -0.6 0.2
C 2.863123 -0.361988 -0.537525 0.0 0.2 0.0
H 2.920098 0.165243 0.419680 0.1 -0.1 0.0
H 3.808398 -0.911089 -0.671562 -0.3 0.1 0.0
H 2.769813 0.415125 -1.295704 0.2 -0.2 0.0
C 0.937900 -0.833792 -3.012195 0.0 0.2 0.0
H 1.196705 0.221014 -2.892949 -0.1 0.0 -0.1
H 1.754840 -1.304153 -3.580032 -0.2 0.0 0.3
H 0.020794 -0.913062 -3.601018 0.1 0.1 0.1
C -1.266982 -3.050994 -2.134828 -0.1 -0.1 0.0
H -1.399876 -2.463954 -3.046745 -0.1 -0.1 0.1
H -1.032489 -4.086832 -2.416971 0.1 0.3 0.0
H -2.218130 -3.076143 -1.594338 0.1 0.0 -0.1
C -0.577649 -3.941685 0.855131 0.0 0.0 0.0
H -1.630104 -4.003195 0.565156 0.1 0.0 0.1
H -0.124486 -4.930720 0.707107 -0.1 0.2 0.0
H -0.526341 -3.712134 1.924954 0.0 -0.1 -0.2
C 2.027662 -2.370186 1.782377 -0.1 0.1 0.1
H 1.323933 -2.467584 2.618011 0.1 0.0 -0.1
H 2.638960 -3.284172 1.762395 -0.2 0.3 -0.1
H 2.690774 -1.523160 1.986452 -0.1 -0.2 0.0
C 2.210455 2.706747 -1.344713 -4.7 2.3 -4.1
C 0.966792 2.967367 -2.138015 -1.4 -1.9 -0.3
C 3.214865 3.181961 -2.130857 1.0 0.0 -0.3
C 0.813804 2.998889 -3.585064 0.8 0.2 2.0
H -0.106799 3.054672 -1.937391 0.4 -0.5 2.1
C 3.056193 3.436132 -3.521196 1.4 0.3 0.1
H 4.152776 3.379787 -1.646961 0.7 0.0 -0.3
C 1.925870 3.330762 -4.311551 0.2 -0.7 -0.6
H -0.170448 2.891750 -4.041439 0.1 0.3 0.4
H 3.949309 3.782141 -3.973733 0.8 0.2 -0.5
H 1.853198 3.449814 -5.435648 0.6 0.1 1.6
N 0.459411 0.690305 7.377929 -0.2 -0.2 -1.8
C 0.291296 0.557081 6.234975 0.3 0.4 1.5
C 0.057201 0.395580 4.819836 0.1 -0.1 0.0
C -1.003791 -0.396980 4.396991 -0.2 -0.3 -0.1
C -1.166902 -0.639114 3.045770 0.3 0.3 -0.2
N -0.363557 -0.073128 2.110505 0.2 -0.2 0.3
C 0.641917 0.745740 2.515112 -0.5 -0.4 0.2
C 0.892088 0.971871 3.860615 0.3 0.2 -0.2
H -1.690269 -0.868664 5.097266 0.3 0.2 -0.1
H -1.955300 -1.316152 2.712845 0.4 0.3 0.0
H 1.258069 1.193423 1.727332 -0.2 -0.2 0.4
H 1.755219 1.572943 4.138978 -0.3 -0.1 0.0
```
Forces are in eV/Å.

Values from the calculation:
ΔE to the lowest compared entry with this formula, charge and spin	721.3	kJ/mol
LUMO level (spin up / spin down)	-4.14 / -4.77	eV
HOMO level (spin up / spin down)	-10.50 / -10.45	eV
charge	+1
2S+1	4
Kohn-Sham gap (spin up / spin down)	0.234 / 0.209	Eh
E_tot	-33628.6130	eV